Entry 1:
Molecular formula: C23H19BrIN3O4Re
Method: DFT, ωB97M-V with the def2-TZVPD basis set

Values from the calculation:
2S+1 = 2
LUMO level (spin up / spin down) = -0.3065 / -0.2897 hartree
Relative energy (zero: lowest compared OMol25 entry of this formula, charge and spin) = 0.00 kcal per mole
Net charge = +2
<S²> = 0.77
Orbital gap (spin up / spin down) = 0.202 / 0.219 Ha

CARTESIAN COORDINATES (ANGSTROEM)
Re -0.56259 -0.02710 1.02975
C 3.07043 -2.11877 -0.82540
C 1.89984 -2.98013 -0.46876
N 2.04269 -4.29197 -0.53342
C 1.01848 -5.09649 -0.24411
C -0.24733 -4.65521 0.10877
C -1.34918 -5.64388 0.38326
O -2.12167 -5.19124 1.49167
C -0.43502 -3.26621 0.19984
C -1.76235 -2.70929 0.37358
N -1.99740 -1.47428 0.66682
C -3.35889 -1.01221 0.59303
C -4.39762 -1.72813 1.16782
C -5.70000 -1.26709 1.04144
C -5.96843 -0.09578 0.34978
C -4.93341 0.63953 -0.21516
C -3.64119 0.17333 -0.07831
I -2.02568 1.26944 -0.86331
C 0.66310 -2.43866 -0.07584
O 0.54987 -1.08840 -0.01205
H 3.98777 -2.67126 -0.63994
H 3.08047 -1.18237 -0.27236
H 3.03798 -1.87875 -1.89058
H 1.22467 -6.15974 -0.30102
H -0.89930 -6.61624 0.58938
H -1.98061 -5.75570 -0.50613
H -2.60225 -5.93726 1.86588
H -2.61002 -3.34780 0.15495
H -4.18154 -2.63414 1.72091
H -6.50840 -1.82452 1.49370
H -6.98487 0.26002 0.25440
H -5.14214 1.55861 -0.74559
C 1.30609 -2.08023 4.77278
C 0.70654 -1.46239 3.60799
N 0.23403 -0.97415 2.68702
H 0.96729 -1.55398 5.66551
H 2.39105 -2.01081 4.70025
H 1.00187 -3.12473 4.82838
Br -0.62175 7.26133 5.47461
C -0.56126 5.65789 4.51513
C -1.63193 4.77019 4.60446
C -1.58752 3.58868 3.89685
C -0.47231 3.29799 3.10158
C 0.59904 4.19663 3.01972
C 0.55408 5.37765 3.72694
C -0.42398 2.07484 2.35350
O -1.41224 1.19688 2.37315
O 0.53584 1.70884 1.60802
H -2.48295 5.01339 5.22409
H -2.40835 2.88683 3.95414
H 1.45429 3.96089 2.40095
H 1.36962 6.08452 3.67588

Atoms 1-3, force components in eV/Å:
Re -0.3 0.0 -0.3
C 0.0 0.0 0.0
C 0.0 0.1 0.0

=====

Entry 2:
Molecular formula: C24H30Cl2F5N7OSe3SiY
Method: DFT, ωB97M-V with the def2-TZVPD basis set

Values from the calculation:
LUMO level = -0.1117 hartree
Relative energy (zero: lowest compared OMol25 entry of this formula, charge and spin) = 8.66 kcal per mole
Net charge = +1
Orbital gap = 0.253 Ha

CARTESIAN COORDINATES (ANGSTROEM)
Y -0.10507 0.22102 0.14992
Se 1.94647 2.84267 2.79645
Se -0.25111 2.86570 3.50503
C -0.46711 0.97537 3.77463
C -0.86469 0.56344 5.03876
C -0.94922 -0.79459 5.29801
C -0.59787 -1.68216 4.29591
C -0.22849 -1.17504 3.06316
N -0.19125 0.13311 2.78243
C 1.68002 3.42739 0.98175
C 2.36775 4.57822 0.62577
C 2.18680 5.09762 -0.64789
C 1.29159 4.46863 -1.49074
C 0.65932 3.31966 -1.04632
N 0.86483 2.76733 0.15703
H -1.07237 1.29609 5.80539
H -1.25841 -1.14774 6.27266
H -0.61663 -2.75087 4.45498
H 0.03491 -1.84174 2.25154
H 3.00221 5.07055 1.34867
H 2.71243 5.99167 -0.95567
H 1.08203 4.83960 -2.48339
H -0.02935 2.80998 -1.70185
C 5.44304 -1.48482 -0.13697
N 4.41612 -0.56606 0.33581
C 4.81303 0.74932 0.81679
C 3.09731 -0.85399 0.27743
N 2.17096 -0.13111 0.82477
N 2.79539 -2.00575 -0.43606
C 1.54783 -2.58916 -0.57829
N 1.57292 -3.73575 -1.29459
N 0.48689 -2.07455 -0.06886
H 6.39765 -1.18418 0.28413
H 5.53935 -1.47219 -1.22729
H 5.24157 -2.50001 0.20276
H 5.85191 0.92093 0.55170
H 4.71973 0.83069 1.90355
H 4.20685 1.52480 0.34280
H 2.56114 0.57720 1.43633
H 3.44793 -2.23874 -1.16712
H 2.43212 -4.17692 -1.56680
H 0.71234 -4.12268 -1.63826
H -0.32692 -2.66625 -0.20733
C -2.81006 -3.29351 1.43267
Si -3.24697 -1.51773 1.00955
C -4.59890 -1.58822 -0.28698
C -3.89669 -0.65861 2.54318
O -1.93448 -0.72758 0.44676
H -3.67501 -3.80252 1.86447
H -1.99313 -3.36666 2.15421
H -2.52281 -3.85456 0.53869
H -5.35262 -2.32367 0.00534
H -4.19423 -1.89630 -1.25413
H -5.12834 -0.64400 -0.43446
H -4.78174 -1.16396 2.93657
H -4.17544 0.37798 2.33451
H -3.14444 -0.64055 3.33556
Cl -2.27986 1.44074 -1.89521
C -3.32176 1.96622 -0.55909
Cl -2.33735 2.54816 0.79391
H -3.89282 1.11065 -0.22509
H -3.94716 2.77870 -0.90907
F -2.83719 -0.20610 -6.71575
C -1.91614 -0.08987 -5.76531
C -0.93428 0.88148 -5.85976
F -0.91346 1.69726 -6.91103
C 0.01618 1.00158 -4.85924
F 0.93220 1.96604 -4.99473
C 0.03470 0.17237 -3.74546
Se 1.35588 0.34891 -2.38232
C -0.96603 -0.78798 -3.68890
F -1.05123 -1.60838 -2.62309
C -1.93210 -0.93266 -4.66689
F -2.87867 -1.86395 -4.54961

Atoms 1-3, force components in eV/Å:
Y 0.0 0.1 0.2
Se 0.1 0.0 0.0
Se -0.1 0.0 0.0

=====

Entry 3:
Molecular formula: H5NO2Si
Method: DFT, ωB97M-V with the def2-TZVPD basis set

Values from the calculation:
LUMO level = 0.0276 hartree
Relative energy (zero: lowest compared OMol25 entry of this formula, charge and spin) = 35.64 kcal per mole
Orbital gap = 0.389 Ha

CARTESIAN COORDINATES (ANGSTROEM)
N 1.18863 0.04473 -0.61860
O -1.20932 1.24407 -0.10469
O -0.69969 -1.37542 -0.35514
Si -0.17468 -0.01996 0.31649
H 1.88937 0.71041 -0.69045
H 1.61159 -0.84689 -0.59864
H -1.07865 2.10203 0.15808
H -1.49152 -1.82355 -0.35406
H -0.03574 -0.03543 2.24699

Atoms 1-3, force components in eV/Å:
N 0.4 -0.2 -0.1
O 0.2 -4.1 -0.4
O 1.7 0.1 0.1

=====

Entry 4:
Molecular formula: C13H25FI2O10S3
Method: DFT, ωB97M-V with the def2-TZVPD basis set

Values from the calculation:
LUMO level = -0.0055 hartree
Orbital gap = 0.325 Ha

CARTESIAN COORDINATES (ANGSTROEM)
C 2.56316 -3.47841 -2.51243
C 3.18403 -3.28466 -1.17334
I 1.78637 -3.53504 0.39494
C 4.45607 -2.98557 -0.89981
I 5.87876 -2.83318 -2.47058
C 4.96421 -2.75881 0.52600
O 4.31533 -1.56052 1.02260
S 5.17637 -0.26503 0.56356
O 5.42660 0.50865 1.72109
O 4.56500 0.32275 -0.56345
O 6.53238 -1.03421 0.16913
C 6.39964 -2.36159 0.70698
C 7.50677 -3.37931 0.46926
C 8.79166 -2.79982 -0.09026
F 7.77418 -3.92243 1.72527
H 2.01011 -4.41167 -2.53695
H 3.27825 -3.45231 -3.32231
H 1.85319 -2.67008 -2.67179
H 4.71947 -3.63225 1.11317
H 6.45897 -2.19975 1.78847
H 7.11698 -4.20398 -0.12051
H 8.80673 -1.71885 -0.05395
H 9.60641 -3.19431 0.50316
H 8.94783 -3.14349 -1.10594
O -1.39793 -2.11567 -0.32300
S -2.81352 -2.08372 -0.53191
O -3.34650 -1.90641 -1.84595
O -3.44862 -1.00952 0.44964
C -2.92941 0.34030 0.40763
C -3.37407 1.11010 -0.81843
C -3.55005 -3.50928 0.19123
H -1.84171 0.31466 0.49079
H -3.31168 0.82024 1.30654
H -2.95739 0.68066 -1.72859
H -3.04819 2.14612 -0.75235
H -4.45967 1.08767 -0.91281
H -3.16843 -3.63335 1.20065
H -3.27172 -4.35893 -0.42821
H -4.62918 -3.38319 0.19197
O -4.38913 4.23060 -0.70806
S -5.22392 5.35145 -0.39921
O -4.64578 6.59407 0.00362
O -6.30276 4.89624 0.67756
C -5.82537 4.30048 1.90143
C -5.21044 5.31188 2.84866
C -6.33980 5.64318 -1.72702
H -5.12577 3.49595 1.66685
H -6.70184 3.84664 2.35935
H -4.29892 5.74138 2.43645
H -4.96167 4.83323 3.79601
H -5.90385 6.13164 3.03520
H -6.80194 4.70362 -2.01611
H -5.75434 6.04839 -2.54917
H -7.08488 6.36545 -1.40506

Atoms 1-3, force components in eV/Å:
C -0.2 0.2 0.1
C 0.6 -0.1 0.1
I 0.2 0.0 -0.2

=====

no.,energy (Ha)
1,-4302.5586
2,-10342.9993
3,-497.7944
4,-3152.4775